25
Properties=species:S:1:pos:R:3 method="wB97M-V/def2-TZVPD" orbital_gap_ev=9.31 de_lowest_kcal_mol=138.57 homo_ha=-0.3089 lumo_energy_ev=0.910 smiles="C#CCN/N=C/Cc1ccccc1F"
F 1.36 -2.08 0.15
N -2.74 -0.88 1.97
N -1.41 -0.79 1.98
C -3.33 0.09 0.96
C -3.01 -0.49 -0.23
C -2.73 -1.20 -1.25
C 2.65 1.50 -1.55
C 2.90 0.26 -2.10
C 0.71 0.41 1.51
C 1.71 -0.94 -0.45
C 2.47 -0.94 -1.65
C 1.87 1.52 -0.36
C 1.47 0.23 0.16
C -0.81 0.19 1.38
H -3.15 -1.92 1.85
H 2.86 -1.85 -2.20
H 0.83 1.46 1.91
H 1.32 -0.20 2.30
H -4.45 0.25 1.07
H 1.67 2.48 0.16
H 3.14 2.40 -1.97
H 3.76 0.13 -2.93
H -1.29 0.89 0.62
H -2.75 -1.69 -2.33
H -3.04 1.16 1.01

***

26
Properties=species:S:1:pos:R:3 method="wB97M-V/def2-TZVPD" orbital_gap_ev=8.47 de_lowest_kcal_mol=115.27 homo_ha=-0.3373 lumo_energy_ev=-0.710
I 1.44 3.41 1.27
O -0.94 2.44 3.15
N -0.42 -1.46 0.06
N -0.18 2.15 0.98
C -1.89 -0.25 1.32
C -1.01 1.37 -1.39
C 2.01 -1.67 -0.66
C 0.50 -1.84 -0.95
C -1.06 1.94 2.03
C 3.26 -1.92 -1.52
C -2.31 1.19 1.63
C 3.14 -1.43 -0.06
C -0.25 0.96 -0.19
C -0.79 -0.30 0.34
C -1.52 1.55 -2.44
H 3.62 -2.89 -1.71
H 3.53 -1.28 -2.32
H -2.80 -1.05 1.05
H 0.38 -1.19 -1.88
H 3.73 -1.47 0.80
H -1.46 -0.65 2.20
H 0.24 -2.88 -1.11
H -2.90 1.54 0.71
H -3.14 1.24 2.46
H -1.98 1.70 -3.31
H 0.81 0.78 -0.46

***

23
Properties=species:S:1:pos:R:3 method="wB97M-V/def2-TZVPD" orbital_gap_ev=9.27 de_lowest_kcal_mol=112.36 homo_ha=-0.3184 lumo_energy_ev=0.601 smiles=c1ccccc1.c1ccncc1
N -0.69 0.20 -1.83
C 0.49 -1.63 2.96
C -0.50 -1.15 0.40
C 1.35 -1.28 1.91
C 0.64 0.14 -1.74
C -1.45 -1.84 1.36
C 0.54 2.63 -1.76
C 0.82 -1.17 0.66
C -1.43 1.33 -1.91
C 1.26 1.43 -1.69
C -0.83 -2.04 2.64
C -0.88 2.53 -1.88
H 2.35 -0.75 2.18
H 2.38 1.70 -1.72
H -2.43 1.12 -2.26
H 0.99 -2.06 3.91
H -1.51 -2.33 3.55
H -2.48 -1.98 1.18
H -1.53 3.45 -2.05
H 1.40 -0.48 -0.20
H 1.31 -0.71 -1.65
H -0.90 -0.74 -0.53
H 1.11 3.62 -1.53

***

25
Properties=species:S:1:pos:R:3 method="wB97M-V/def2-TZVPD" orbital_gap_ev=7.15 de_lowest_kcal_mol=143.31 homo_ha=-0.2704 lumo_energy_ev=-0.203
N -2.84 0.74 0.49
N -0.55 -1.42 1.17
N 0.35 2.71 0.77
C 2.16 1.80 -1.81
C -0.78 2.21 0.81
C 2.10 2.43 -0.63
C 1.08 0.36 0.36
C 1.81 0.41 -1.97
C -2.80 -0.67 0.24
C 0.36 -0.35 1.34
C 1.53 1.81 0.57
C -1.47 -1.42 0.01
C 1.23 -0.31 -0.94
C -1.72 1.30 0.64
H -0.97 -1.62 2.09
H 2.03 -0.06 -2.87
H -1.71 -2.43 -0.32
H 0.82 -1.29 -1.13
H 0.40 -0.05 2.39
H 1.86 1.80 1.63
H 2.50 2.18 -2.77
H -0.89 -0.82 -0.75
H -3.56 -0.72 -0.60
H 2.43 3.49 -0.51
H -3.22 -1.19 1.21

***

31
Properties=species:S:1:pos:R:3 method="wB97M-V/def2-TZVPD" orbital_gap_ev="7.39 / 6.72" multiplicity=3 de_lowest_kcal_mol=0.00 s_squared=2.01 homo_ha="-0.5995 / -0.5994" lumo_energy_ev="-8.922 / -9.590" total_charge=+2
Ti -0.07 0.36 -1.52
O -0.01 -2.98 -1.38
O -3.37 0.44 -1.49
O -0.11 3.65 -1.32
O -1.60 -1.23 0.40
O 3.22 0.36 -1.64
N 0.15 0.17 0.70
N 1.91 1.63 0.99
N -0.68 -1.10 2.52
C -0.10 2.48 -1.34
C -0.08 -0.27 -3.64
C -0.08 1.17 -3.61
C 1.20 0.30 2.86
C -1.59 -2.06 3.13
C 2.07 0.33 -1.62
C -2.21 0.38 -1.38
C 1.07 0.72 1.51
C -0.76 -0.74 1.19
C -0.08 -1.83 -1.37
C 0.30 -0.60 3.32
H -0.99 -0.82 -3.93
H -0.98 1.71 -3.92
H -2.10 -1.57 3.97
H 1.69 2.10 0.12
H 0.83 1.71 -3.92
H -2.31 -2.41 2.39
H 0.29 -0.99 4.34
H -1.01 -2.89 3.54
H 2.59 2.06 1.60
H 0.83 -0.82 -3.95
H 1.99 0.72 3.47

***

24
Properties=species:S:1:pos:R:3 method="wB97M-V/def2-TZVPD" orbital_gap_ev=7.98 de_lowest_kcal_mol=51.76 homo_ha=-0.2783 lumo_energy_ev=0.412 smiles=NCc1c(O)ccc2ccccc12
O 1.66 1.40 -2.12
N -0.90 2.58 -1.98
C -0.46 2.28 -0.67
C 1.24 0.56 -1.14
C 0.45 -1.30 0.74
C -2.21 -1.14 1.90
C -0.44 -0.17 0.45
C -1.79 -0.14 1.04
C -0.10 0.70 -0.55
C 2.13 -0.46 -0.84
C 0.00 -2.23 1.68
C -1.25 -2.20 2.32
C 1.79 -1.31 0.20
H -1.47 2.36 -0.12
H 3.15 -0.51 -1.20
H -0.19 2.90 -2.66
H -1.65 -2.85 3.17
H 2.43 -2.23 0.37
H 0.35 2.87 -0.31
H -3.12 -1.17 2.47
H 0.68 -2.95 2.02
H -2.41 0.71 0.99
H -1.63 2.01 -2.34
H 0.81 1.98 -2.32

***

24
Properties=species:S:1:pos:R:3 method="wB97M-V/def2-TZVPD" orbital_gap_ev=7.97 de_lowest_kcal_mol=73.23 homo_ha=-0.2929 lumo_energy_ev=-0.003 smiles=CCOc1cccc2cccnc12
O -0.29 -0.91 -1.80
N 1.00 1.12 0.19
C -0.39 -0.83 -0.43
C 1.41 1.59 2.49
C 0.89 0.40 2.87
C -1.38 -1.76 -0.01
C -0.55 -1.54 2.31
C 1.51 1.95 1.17
C -1.43 -2.05 1.39
C -0.09 0.39 -3.84
C -0.01 0.50 -2.38
C 0.24 -0.33 2.02
C 0.20 0.05 0.55
H 0.30 -0.65 -4.23
H -1.18 0.23 -4.10
H 0.98 0.04 3.98
H 1.91 2.30 3.19
H -2.34 -2.60 1.66
H 1.78 2.90 0.70
H 0.97 0.87 -2.04
H -2.17 -2.41 -0.46
H 0.12 1.29 -4.44
H -0.63 -1.84 3.34
H -0.84 1.29 -2.17

***

25
Properties=species:S:1:pos:R:3 method="wB97M-V/def2-TZVPD" orbital_gap_ev=9.09 de_lowest_kcal_mol=43.23 homo_ha=-0.3455 lumo_energy_ev=-0.318 smiles="CC[C@@H]1SC(c2ccccc2)=NC1=O"
S 1.23 0.16 -1.02
O 1.50 -0.49 2.85
N -0.15 -0.72 1.19
C -1.51 -0.25 -2.25
C 1.14 -0.36 1.73
C -2.82 -0.35 -2.85
C -3.81 -1.01 -2.16
C -2.27 -1.55 -0.28
C -1.35 -0.71 -0.98
C -0.14 -0.44 -0.09
C -3.58 -1.70 -0.87
C 3.59 1.55 2.01
C 2.05 0.28 0.56
C 2.36 1.70 1.19
H 1.38 1.98 1.98
H 3.49 0.97 3.06
H -4.78 -1.15 -2.67
H -2.15 -1.63 0.87
H 3.80 2.65 2.31
H -4.31 -2.41 -0.35
H 3.01 -0.18 0.53
H -3.03 -0.03 -3.84
H 2.59 2.45 0.38
H 4.44 1.09 1.37
H -0.69 0.17 -2.68

***

24
Properties=species:S:1:pos:R:3 method="wB97M-V/def2-TZVPD" orbital_gap_ev=6.95 de_lowest_kcal_mol=43.72 homo_ha=-0.2885 lumo_energy_ev=-0.900 smiles="C=C1C(=S)CN(C)c2ccccc21"
S -3.92 0.08 -0.09
N -0.21 1.46 -0.18
C 0.40 2.72 0.01
C -0.07 -1.00 0.10
C 0.79 -2.08 0.20
C -2.29 0.09 0.17
C 2.72 -0.68 -0.23
C -2.10 -2.27 -0.33
C 1.90 0.39 -0.12
C 0.48 0.29 -0.07
C -1.57 1.38 0.41
C -1.52 -1.10 -0.04
C 2.16 -1.89 0.06
H -1.52 1.45 1.56
H 2.79 -2.73 0.09
H -2.02 2.32 0.09
H 0.32 -3.04 0.15
H 0.86 3.03 0.96
H -0.26 3.51 -0.29
H -1.30 -2.97 -0.53
H 1.19 2.78 -0.61
H 2.55 1.23 -0.26
H -3.10 -2.49 -0.60
H 3.71 -0.48 -0.46

***

24
Properties=species:S:1:pos:R:3 method="wB97M-V/def2-TZVPD" orbital_gap_ev=5.22 de_lowest_kcal_mol=103.93 homo_ha=-0.0721 lumo_energy_ev=3.258 total_charge=-1
O -2.92 1.58 -1.43
O -0.60 2.23 1.06
C -1.52 -1.22 0.07
C -1.96 -1.61 1.44
C -2.20 0.86 -0.79
C 0.91 0.37 1.08
C 1.80 0.72 -0.03
C -1.31 0.22 -0.05
C 1.81 -0.69 -2.21
C 2.71 1.97 -0.01
C -1.33 -2.06 -0.93
C -0.39 1.04 0.82
C 1.73 0.05 -1.21
H -2.99 -1.67 1.36
H -1.50 -2.55 1.71
H 2.42 2.50 0.93
H 1.33 0.85 2.06
H 1.23 -0.65 -3.22
H -1.79 -3.07 -0.82
H 3.75 1.80 -0.25
H 2.55 2.65 -0.80
H -1.16 -1.77 -2.00
H 0.87 -0.69 1.12
H -1.45 -0.86 2.11

***

27
Properties=species:S:1:pos:R:3 method="wB97M-V/def2-TZVPD" orbital_gap_ev="5.24 / 4.96" multiplicity=4 s_squared=3.78 homo_ha="-0.5783 / -0.5781" lumo_energy_ev="-10.491 / -10.765" total_charge=+2
V 0.49 -0.38 -0.05
P -1.20 -1.56 1.27
O -0.92 1.31 -2.14
O 1.14 1.49 2.25
O 3.17 -0.60 -1.45
C -3.67 -0.33 1.55
C -3.01 -1.38 0.88
C 0.92 0.76 1.36
C 2.15 -0.63 -0.88
C -1.50 -2.40 2.87
C -5.06 -0.18 1.43
C -3.74 -2.27 0.07
C -0.52 -3.02 0.37
C -5.79 -1.07 0.63
C -5.14 -2.11 -0.05
C -0.36 0.65 -1.34
H -1.98 -1.72 3.57
H -2.18 -3.26 2.70
H -5.57 0.62 1.98
H -5.71 -2.81 -0.65
H -0.56 -2.77 3.29
H 0.50 -3.19 0.73
H -3.25 -3.08 -0.47
H -1.13 -3.90 0.59
H -0.50 -2.86 -0.72
H -3.10 0.37 2.18
H -6.88 -0.97 0.55

***

34
Properties=species:S:1:pos:R:3 method="wB97M-V/def2-TZVPD" orbital_gap_ev="8.07 / 7.87" multiplicity=4 s_squared=3.77 homo_ha="-0.4431 / -0.4744" lumo_energy_ev="-3.985 / -5.038" total_charge=+1
Re 0.23 0.63 -0.46
Br -0.13 4.42 0.69
Br 2.19 2.11 0.60
O 1.67 -0.29 -1.45
O -0.09 1.89 -1.90
O -0.90 2.05 -3.99
O 2.74 -2.24 -1.72
O -3.45 -0.81 -1.49
N 0.73 -0.98 0.88
N -1.56 1.29 0.59
N -1.20 -0.33 -1.42
C 1.41 -3.31 2.19
C 1.73 4.02 0.75
C -1.05 -0.10 -2.86
C 0.29 -1.21 2.13
C 2.05 -1.51 -1.07
C -0.70 1.39 -3.03
C 0.61 -2.36 2.81
C 1.53 -1.89 0.30
C 1.89 -3.07 0.91
C -2.48 -0.39 -0.91
C -2.57 0.19 0.50
H 1.67 -4.23 2.71
H -1.48 1.64 1.55
H 2.14 4.32 1.70
H -1.95 -0.37 -3.41
H 0.24 -2.51 3.81
H 2.23 4.48 -0.09
H -2.33 -0.57 1.24
H -3.58 0.55 0.68
H -1.89 2.09 0.05
H -0.20 -0.68 -3.24
H -0.32 -0.44 2.58
H 2.53 -3.76 0.38

***

27
Properties=species:S:1:pos:R:3 method="wB97M-V/def2-TZVPD" orbital_gap_ev=8.52 de_lowest_kcal_mol=84.78 homo_ha=-0.2959 lumo_energy_ev=0.469 smiles="CN(C)/C=C1/C=CC=C[C@H]1C(Cl)(Cl)C#N"
Cl -1.97 -2.37 2.47
Cl 0.19 -0.99 3.75
N -2.72 0.96 2.49
N -0.33 0.86 -2.05
C 0.36 1.03 -0.81
C 2.43 -0.33 1.36
C -0.97 -0.95 2.38
C -1.87 0.19 2.44
C -0.28 -0.93 0.88
C -1.31 -0.13 -2.21
C 0.42 0.30 0.36
C 1.98 -1.69 1.08
C -0.49 2.13 -2.61
C 0.72 -2.00 0.69
C 1.65 0.72 1.06
H 0.98 1.93 -0.89
H -0.48 2.12 -3.82
H 1.77 1.76 1.14
H -0.83 -1.04 -1.76
H -2.18 0.17 -1.79
H -1.49 -0.38 -3.34
H -1.24 -1.24 0.26
H 3.32 -0.13 2.02
H 0.31 2.81 -2.22
H -1.43 2.70 -2.30
H 0.61 -3.10 0.50
H 2.83 -2.43 0.89

***

27
Properties=species:S:1:pos:R:3 method="wB97M-V/def2-TZVPD" orbital_gap_ev=8.90 de_lowest_kcal_mol=84.52 homo_ha=-0.3140 lumo_energy_ev=0.361 smiles="C=C(Cl)c1ccc(OC)cc1.CN=C=S"
Cl -3.05 -0.85 -2.51
S 0.38 -1.55 -4.49
O 1.31 -0.96 2.54
N 1.93 -0.37 -2.63
C -1.02 1.01 0.45
C -2.51 0.42 -1.40
C 2.20 -0.15 -1.28
C 1.75 0.05 3.49
C 1.10 -0.76 -3.37
C 0.39 -0.51 1.60
C -1.12 -1.25 -0.21
C -3.05 1.62 -1.57
C -0.15 0.76 1.45
C -0.16 -1.55 0.81
C -1.59 0.09 -0.36
H 0.99 0.56 4.22
H 3.25 -0.60 -1.07
H 1.30 -0.60 -0.71
H 2.48 -0.63 3.92
H 0.41 -2.56 0.96
H -1.51 -1.94 -0.92
H -1.48 1.97 0.43
H 0.32 1.60 2.08
H -3.68 2.00 -2.37
H 2.19 0.97 -1.14
H -2.96 2.43 -0.91
H 2.27 0.80 2.99

***

38
Properties=species:S:1:pos:R:3 method="wB97M-V/def2-TZVPD" orbital_gap_ev="7.28 / 7.39" multiplicity=2 de_lowest_kcal_mol=0.00 s_squared=0.76 homo_ha="-0.4448 / -0.4524" lumo_energy_ev="-4.822 / -4.917" total_charge=+1
Re -0.08 0.45 -0.21
S 0.41 2.42 0.75
F -0.60 1.62 -4.53
F -1.96 3.17 -3.85
F -2.74 1.33 -4.70
O -0.64 1.14 -1.97
O 0.74 -0.86 0.92
O -2.88 0.91 -2.03
O 2.51 -2.18 1.36
N -1.21 -1.30 -0.91
N -2.05 1.65 1.71
N -1.81 0.61 0.84
N 2.41 -1.08 -0.63
N -1.17 3.58 2.54
N 1.89 0.10 -1.20
C -2.39 -1.39 -0.26
C -4.02 -0.29 1.40
C -1.78 1.85 -3.94
C -2.91 -3.40 -1.44
C -0.88 -2.23 -1.80
C -1.70 -3.30 -2.10
C -1.09 2.52 1.74
C -3.26 -2.43 -0.51
C -2.72 -0.31 0.70
C 1.93 -1.42 0.64
C -1.84 1.24 -2.52
H -3.58 -4.22 -1.65
H 2.52 0.88 -1.06
H -1.98 3.71 3.12
H -4.83 -0.23 0.66
H -0.43 4.26 2.57
H 0.08 -2.11 -2.29
H 3.40 -1.25 -0.77
H -4.16 -1.21 1.97
H 1.77 -0.02 -2.21
H -1.39 -4.03 -2.83
H -4.08 0.56 2.07
H -4.21 -2.49 0.01

***

26
Properties=species:S:1:pos:R:3 method="wB97M-V/def2-TZVPD" orbital_gap_ev="6.16 / 6.16" de_lowest_kcal_mol=10.52 homo_ha="-0.4411 / -0.4411" lumo_energy_ev="-5.846 / -5.845" total_charge=+1
F 1.74 -1.54 -0.24
N 2.51 2.45 -1.13
N -4.16 -1.25 4.18
C -0.37 -0.78 0.49
C -0.05 -1.35 1.79
C -2.26 -0.94 2.52
C 1.56 -0.38 -2.82
C 0.54 -0.24 -1.82
C 0.56 -0.86 -0.58
C -2.55 -0.25 1.33
C -3.27 -1.13 3.47
C -0.97 -1.54 2.77
C -1.62 -0.22 0.29
C 1.15 2.43 -0.92
H -0.47 -0.05 -1.97
H 0.44 2.55 -1.73
H 0.77 2.51 0.10
H 1.83 -1.38 -3.17
H 0.97 -1.56 1.81
H 2.99 2.37 -1.97
H -0.87 -1.88 3.76
H -3.54 0.07 1.03
H 2.60 0.04 -2.43
H -1.93 0.28 -0.62
H 1.23 0.10 -3.80
H 3.19 2.56 -0.33

***

24
Properties=species:S:1:pos:R:3 method="wB97M-V/def2-TZVPD" orbital_gap_ev="6.73 / 6.37" multiplicity=3 de_lowest_kcal_mol=54.95 s_squared=2.02 homo_ha="-0.3678 / -0.4643" lumo_energy_ev="-3.281 / -6.263" total_charge=+1
N 2.63 -0.90 -0.47
C -1.86 1.32 -0.33
C -3.13 0.95 -0.08
C 1.70 0.82 0.94
C -1.26 -0.92 0.38
C -0.87 0.32 -0.01
C 2.61 -0.24 1.17
C -2.59 -1.37 0.28
C -3.52 -0.39 0.09
C 0.56 0.69 0.10
C 1.61 -0.29 -1.30
C 1.24 1.95 0.37
H -2.71 -2.40 0.55
H 1.05 2.98 0.44
H -0.51 -1.60 0.57
H -1.45 2.32 -0.57
H 2.74 -1.97 -0.24
H -3.97 1.49 -0.32
H 0.91 -1.04 -1.52
H 2.04 0.39 -1.99
H 2.21 -0.88 1.97
H 3.54 -0.85 -1.03
H 3.62 0.17 1.13
H -4.57 -0.54 -0.10

***

26
Properties=species:S:1:pos:R:3 method="wB97M-V/def2-TZVPD" orbital_gap_ev=9.89 de_lowest_kcal_mol=53.05 homo_ha=-0.3330 lumo_energy_ev=0.829 smiles=O[C@@H](Cn1cccn1)c1ccccc1
O -2.14 -0.91 1.03
N 0.05 -1.83 -0.76
N -1.00 -1.87 -1.57
C -0.57 -1.40 -2.70
C -0.51 2.62 0.06
C -0.04 -2.09 0.62
C 0.96 0.87 1.74
C 0.79 -0.94 -2.63
C 1.16 -1.23 -1.38
C 0.61 3.08 0.75
C -0.77 -0.91 1.32
C -0.93 1.26 0.24
C -0.24 0.46 1.10
C 1.37 2.21 1.52
H -0.67 -1.04 2.39
H -1.98 0.98 -0.12
H 2.31 2.53 1.95
H -2.12 -1.10 0.02
H 1.30 -0.69 -3.56
H 2.04 -1.09 -0.70
H 0.95 4.06 0.65
H -1.22 3.29 -0.48
H -0.74 -2.97 0.83
H -1.27 -1.31 -3.55
H 1.73 0.19 2.19
H 0.93 -2.17 1.03

***

It is found that the M values, taken in the order of the records, are 190.2; 314.1; 157.2; 185.2; 313.1; 173.2; 173.2; 205.3; 189.3; 175.2; 273.1; 612.2; 243.1; 241.7; 567.5; 191.2; 158.2; 188.2 Da.
It is found that the electronic energy values, taken in the order of the records, are -17277.0341; -24706.4401; -13071.0065; -16049.8501; -49392.1172; -15120.7238; -15119.7928; -25955.9520; -23908.3183; -15675.7381; -52683.9947; -168519.8037; -39622.2933; -38493.8254; -49846.6173; -17289.2806; -13076.2031; -16627.7558 eV.